Entry 1:
{
  "formula": "C18H32AgF6O24PS5",
  "method": "wB97M-V/def2-TZVPD",
  "e_above_lowest_ev": 0.000,
  "fmax_ev_per_a": 2.14,
  "lumo_ev": -1.80,
  "gap_ev": 8.2702,
  "elements": ["Ag", "P", "F", "F", "F", "F", "F", "F", "O", "C", "O", "C", "C", "C", "H", "H", "H", "H", "H", "H", "O", "C", "O", "C", "C", "C", "H", "H", "H", "H", "H", "H", "C", "C", "O", "S", "O", "O", "O", "H", "H", "H", "H", "C", "C", "O", "S", "O", "O", "O", "H", "H", "H", "H", "C", "C", "O", "S", "O", "O", "O", "H", "H", "H", "H", "C", "C", "O", "S", "O", "O", "O", "H", "H", "H", "H", "C", "C", "O", "S", "O", "O", "O", "H", "H", "H", "H"],
  "coordinates": [[1.90946, -2.51599, 0.00103], [1.38998, 0.59515, -0.38072], [1.58508, 1.37765, -1.75628], [0.06345, 1.44325, -0.06492], [0.55479, -0.55898, -1.22581], [1.10661, -0.32106, 0.94799], [2.75055, -0.31287, -0.59264], [2.26784, 1.63846, 0.44538], [1.72722, 4.01966, -5.74580], [2.12837, 4.17008, -4.63270], [1.40474, 4.76686, -3.66391], [2.02760, 4.76467, -2.36274], [3.37154, 4.04597, -2.57763], [3.47468, 3.72428, -4.07639], [1.43991, 4.23026, -1.62738], [2.28195, 5.79981, -2.15263], [3.46205, 3.17122, -1.93663], [4.26429, 4.63523, -2.35396], [3.64106, 2.65142, -4.15269], [4.28354, 4.21114, -4.61402], [2.68629, -2.35094, 2.30438], [2.67067, -2.22557, 3.49921], [2.84962, -3.26243, 4.32170], [2.44213, -2.92070, 5.66749], [2.39457, -1.37595, 5.74175], [2.25135, -1.00093, 4.25920], [3.17394, -3.29989, 6.37520], [1.48662, -3.42924, 5.78076], [3.33126, -1.02421, 6.16230], [1.52648, -1.13498, 6.34745], [2.80605, -0.11745, 3.95531], [1.19351, -0.80461, 4.07048], [-2.02731, -2.62902, -2.32097], [-3.25220, -2.03620, -1.58646], [-4.33632, -2.93724, -1.79014], [-3.79489, -4.39031, -2.10002], [-4.53298, -5.02310, -3.11096], [-3.62097, -5.03024, -0.86121], [-2.39870, -3.94920, -2.71948], [-1.14811, -2.56354, -1.68003], [-1.86950, -2.07145, -3.24183], [-3.48677, -1.02426, -1.90450], [-3.05671, -1.96159, -0.51229], [2.22752, 0.01468, -4.36891], [2.90612, -1.20868, -3.74658], [3.57125, -1.89340, -4.84285], [3.28725, -1.23844, -6.25132], [2.23919, -1.93334, -6.89446], [4.50440, -1.04253, -6.93182], [2.79656, 0.13960, -5.68570], [2.51133, 0.93695, -3.88112], [1.15421, -0.10324, -4.48394], [2.14652, -1.94119, -3.46813], [3.67816, -1.07323, -2.99948], [-3.96150, 2.65470, -1.32120], [-3.19781, 2.52158, -0.00784], [-3.50317, 3.69745, 0.73550], [-4.46715, 4.66494, -0.06841], [-4.00689, 5.98899, -0.00442], [-5.79542, 4.37431, 0.32363], [-4.13172, 4.05554, -1.50221], [-4.95216, 2.19101, -1.27467], [-3.43839, 2.18910, -2.15221], [-2.12070, 2.59336, -0.18869], [-3.34023, 1.57785, 0.51676], [-0.16354, 2.98079, 3.18462], [-1.36967, 2.14066, 3.52187], [-2.41898, 3.08424, 3.39339], [-1.97271, 4.49989, 3.99851], [-2.21210, 4.45050, 5.39155], [-2.47012, 5.54430, 3.19972], [-0.41324, 4.29320, 3.68128], [-0.04096, 2.98408, 2.09726], [0.81712, 2.66025, 3.53639], [-1.40689, 1.56255, 4.45005], [-1.51416, 1.36835, 2.76128], [-2.37401, -5.47114, 2.87027], [-1.55313, -6.27768, 1.84225], [-0.72022, -5.29715, 1.17618], [-0.42119, -4.11225, 2.16906], [-0.29335, -2.91090, 1.42768], [0.62689, -4.49053, 3.03218], [-1.78938, -4.14614, 2.93147], [-2.35374, -5.92038, 3.85754], [-3.38941, -5.34859, 2.50564], [-2.16663, -6.68043, 1.05108], [-0.93068, -7.05282, 2.28393]],
  "lowdin_charge": [0.843, 0.177, -0.121, -0.140, -0.206, -0.205, -0.206, -0.121, 0.127, -0.487, 0.025, -0.119, -0.153, -0.061, 0.114, 0.123, 0.091, 0.109, 0.099, 0.126, 0.046, -0.488, 0.031, -0.121, -0.122, -0.062, 0.124, 0.125, 0.115, 0.114, 0.132, 0.130, -0.143, -0.151, -0.172, 0.565, -0.188, -0.220, -0.173, 0.107, 0.132, 0.126, 0.126, -0.136, -0.129, -0.202, 0.549, -0.216, -0.207, -0.185, 0.093, 0.136, 0.118, 0.123, -0.177, -0.162, -0.200, 0.578, -0.189, -0.210, -0.167, 0.128, 0.132, 0.115, 0.132, -0.166, -0.179, -0.197, 0.602, -0.211, -0.190, -0.174, 0.119, 0.133, 0.131, 0.125, -0.108, -0.119, -0.186, 0.543, -0.256, -0.192, -0.172, 0.133, 0.134, 0.125, 0.133]
}

---

Entry 2:
{
  "formula": "C18H32AlBrClF4NO2",
  "method": "wB97M-V/def2-TZVPD",
  "fmax_ev_per_a": 2.59,
  "lumo_ev": -3.82,
  "gap_ev": 4.9674,
  "elements": ["C", "C", "N", "C", "C", "Cl", "C", "C", "C", "Br", "C", "C", "C", "C", "C", "C", "C", "O", "C", "C", "C", "C", "O", "H", "H", "H", "H", "H", "H", "H", "H", "H", "H", "H", "H", "H", "H", "H", "H", "H", "H", "H", "H", "H", "H", "H", "H", "H", "H", "H", "H", "H", "H", "H", "H", "F", "Al", "F", "F", "F"],
  "coordinates": [[-5.13698, 0.11941, -1.79747], [-4.34511, -0.93598, -1.45591], [-2.98647, -0.81287, -1.16401], [-2.42051, 0.33259, -1.23819], [-0.98387, 0.36390, -0.86667], [-1.09372, 1.24831, 0.71445], [-0.01024, 1.07997, -1.79722], [-0.62357, 2.21035, -2.62015], [-1.13961, 3.35977, -1.76363], [-1.08239, 5.02227, -2.79544], [-0.72793, -1.14147, -0.49585], [0.60107, -1.85358, -0.85598], [1.05516, -2.83930, 0.25561], [2.30279, -2.50390, 1.14342], [2.69770, -1.05795, 1.44904], [2.05503, -0.46218, 2.70925], [2.44428, 1.00999, 2.73861], [1.61143, 1.76141, 3.59346], [1.74215, 3.14746, 3.33933], [-2.04489, -1.88329, -0.75998], [-2.05092, -3.19650, -1.51844], [-3.38643, -3.94065, -1.53778], [-3.10107, -5.33011, -1.56304], [-5.04083, 0.64707, -2.73253], [-5.92295, 0.36275, -1.10101], [-4.81740, -1.89810, -1.40072], [-2.85862, 1.27551, -1.50286], [0.46262, 0.32337, -2.41341], [0.76989, 1.48928, -1.16501], [-1.36499, 1.84183, -3.32383], [0.18292, 2.62709, -3.20935], [-2.17667, 3.24645, -1.48656], [-0.52776, 3.50624, -0.89174], [-0.67353, -1.09971, 0.57868], [0.37740, -2.47773, -1.71752], [1.36668, -1.16884, -1.17717], [1.31639, -3.75546, -0.26461], [0.20701, -3.10931, 0.87581], [2.13021, -2.96452, 2.11120], [3.16338, -3.01602, 0.73180], [2.56155, -0.35562, 0.63635], [3.76224, -1.06026, 1.65406], [2.54386, -0.91000, 3.56696], [0.98259, -0.60201, 2.76978], [2.32763, 1.40668, 1.72927], [3.50131, 1.12432, 2.95896], [2.02260, 3.37288, 2.31180], [0.80528, 3.65570, 3.53892], [2.52203, 3.56064, 3.96773], [-2.36486, -2.18025, 0.23790], [-1.64673, -3.07346, -2.51829], [-1.35307, -3.84126, -0.99862], [-3.87909, -3.71215, -2.48173], [-4.03477, -3.65555, -0.71525], [-3.63897, -5.73908, -0.88014], [5.12665, 5.12803, 0.13311], [5.19592, 4.50509, 1.71921], [6.78898, 4.56848, 2.30952], [4.65015, 2.87286, 1.70236], [4.15705, 5.40740, 2.73350]],
  "lowdin_charge": [0.097, -0.079, 0.045, -0.015, -0.623, 0.822, -0.165, -0.285, -0.624, 0.662, -0.224, -0.124, -0.161, -0.171, -0.203, -0.169, -0.269, -0.182, -0.106, -0.181, -0.101, -0.261, -0.038, 0.084, 0.086, 0.106, 0.131, 0.122, 0.125, 0.113, 0.095, 0.034, 0.046, 0.091, 0.097, 0.104, 0.102, 0.102, 0.106, 0.101, 0.095, 0.121, 0.114, 0.102, 0.096, 0.125, 0.075, 0.079, 0.088, 0.169, 0.132, 0.125, 0.119, 0.113, 0.094, -0.209, -0.132, -0.201, -0.196, -0.201]
}

---

Entry 3:
{
  "formula": "C18H32AsF6N3O2PtSSi",
  "method": "wB97M-V/def2-TZVPD",
  "e_above_lowest_ev": 0.000,
  "fmax_ev_per_a": 0.34,
  "spin_multiplicity": 2,
  "s2": 0.811,
  "charge": 1,
  "lumo_ev": [-4.17, -6.41],
  "gap_ev": [7.8797, 5.6816],
  "elements": ["Pt", "N", "C", "S", "N", "N", "C", "C", "C", "C", "C", "C", "C", "O", "H", "H", "H", "H", "H", "H", "H", "C", "O", "H", "H", "H", "H", "F", "As", "F", "F", "F", "F", "F", "C", "Si", "C", "C", "C", "C", "C", "C", "C", "C", "H", "H", "H", "H", "H", "H", "H", "H", "H", "H", "H", "H", "H", "H", "H", "H", "H", "H", "H", "H", "H"],
  "coordinates": [[-0.14449, 0.22172, -0.00836], [-1.90357, -0.68692, -3.80643], [-1.50666, -0.38574, -2.57696], [0.16045, -0.41184, -2.18602], [-2.48222, -0.08634, -1.70550], [-2.05786, 0.20002, -0.48900], [-3.00975, 0.15183, 0.44945], [-2.85884, 0.27152, 1.82395], [-4.03784, 0.07176, 2.61076], [-4.00872, 0.17306, 3.95910], [-2.78502, 0.50019, 4.61934], [-1.63908, 0.71279, 3.92542], [-1.61600, 0.59276, 2.50776], [-0.50893, 0.81496, 1.91371], [-1.24781, -1.02430, -4.49184], [-2.89058, -0.77361, -3.99460], [-3.99922, -0.05269, 0.05670], [-4.95839, -0.17784, 2.09967], [-4.90327, 0.00523, 4.54121], [-2.77458, 0.57328, 5.69903], [-0.70747, 0.95293, 4.41836], [2.23183, -0.31405, 1.90025], [1.79628, -0.30955, 0.50964], [3.20787, -0.79165, 1.92447], [1.51776, -0.86141, 2.50997], [2.30691, 0.71668, 2.22491], [1.77578, -1.25773, 0.22119], [-0.42842, -1.83506, 1.45443], [-0.43789, -3.45182, 0.65559], [0.65618, -3.98964, 1.85432], [-1.80178, -3.88259, 1.59244], [-0.37854, -4.90761, -0.21437], [-1.48341, -2.72304, -0.53767], [0.95380, -2.81583, -0.27825], [1.28390, 3.06057, 1.03704], [0.43040, 2.63765, -0.56791], [1.73931, 2.76266, -1.94671], [2.72899, 1.58620, -1.90336], [2.59526, 4.01920, -1.65350], [1.15317, 2.91988, -3.35636], [-1.16213, 3.66545, -0.75376], [-0.70863, 5.12461, -0.97723], [-2.09193, 3.30319, -1.91563], [-1.94692, 3.62889, 0.56512], [1.40983, 4.14746, 1.03327], [2.28527, 2.63150, 1.07222], [0.73806, 2.78330, 1.93329], [3.24545, 1.52872, -0.94364], [3.48955, 1.74645, -2.67237], [2.27991, 0.61475, -2.09720], [3.11146, 3.95575, -0.69529], [2.03504, 4.94898, -1.68301], [3.36402, 4.08054, -2.42848], [0.45973, 2.12497, -3.62325], [1.96733, 2.90725, -4.08634], [0.63704, 3.87465, -3.46741], [-0.26843, 5.27059, -1.96157], [-0.01038, 5.48517, -0.22026], [-1.59657, 5.76090, -0.92493], [-1.61162, 3.45283, -2.88244], [-2.96545, 3.96104, -1.88254], [-2.45984, 2.28103, -1.87724], [-1.33332, 3.90494, 1.42427], [-2.38538, 2.65069, 0.75843], [-2.77074, 4.34581, 0.50793]],
  "lowdin_charge": [1.101, 0.163, -0.752, 0.810, 0.040, -0.194, -0.026, -0.112, -0.009, -0.031, -0.008, 0.023, -0.304, -0.184, 0.122, 0.134, 0.152, 0.128, 0.120, 0.125, 0.131, -0.040, -0.290, 0.111, 0.087, 0.076, 0.076, -0.310, 0.752, -0.212, -0.212, -0.194, -0.263, -0.302, -0.167, 0.762, -0.629, -0.121, -0.083, -0.088, -0.618, -0.079, -0.073, -0.080, 0.054, 0.037, 0.029, 0.080, 0.098, -0.013, 0.077, 0.074, 0.099, 0.053, 0.096, 0.072, 0.073, 0.082, 0.099, 0.076, 0.098, 0.047, 0.085, 0.052, 0.099]
}

---

Entry 4:
{
  "formula": "C18H32BBrCl12NO2P",
  "method": "wB97M-V/def2-TZVPD",
  "e_above_lowest_ev": 0.000,
  "fmax_ev_per_a": 5.95,
  "lumo_ev": -0.36,
  "gap_ev": 8.4866,
  "elements": ["C", "O", "B", "O", "P", "Br", "C", "C", "C", "N", "C", "C", "H", "H", "H", "H", "H", "H", "H", "H", "Cl", "C", "C", "Cl", "H", "H", "H", "H", "Cl", "C", "C", "Cl", "H", "H", "H", "H", "Cl", "C", "C", "Cl", "H", "H", "H", "H", "Cl", "C", "C", "Cl", "H", "H", "H", "H", "Cl", "C", "C", "Cl", "H", "H", "H", "H", "Cl", "C", "C", "Cl", "H", "H", "H", "H"],
  "coordinates": [[-1.33229, -2.45011, 3.11911], [-2.01644, -1.63296, 2.13052], [-2.59111, -0.45723, 2.73286], [-2.08493, 0.88107, 2.46344], [-4.05068, -0.63620, 3.96330], [-4.72718, 1.46809, 4.51835], [-5.50926, -1.36408, 3.03529], [-6.94041, -0.83250, 3.12661], [-8.03124, -1.49294, 2.33218], [-8.00374, -2.56651, 1.41527], [-6.66256, -3.00459, 1.34485], [-5.42525, -2.54168, 2.06220], [-1.04241, -3.46835, 2.69960], [-1.98638, -2.65151, 4.03654], [-0.39103, -1.91839, 3.49623], [-2.30806, 1.05763, 1.52156], [-7.17429, 0.05368, 3.79479], [-9.08151, -1.05597, 2.48819], [-6.50670, -3.87096, 0.60174], [-4.43117, -3.05924, 1.88389], [3.46443, 1.31818, 0.69897], [1.83185, 0.88833, 0.12739], [1.03898, 0.13701, 1.17586], [1.69358, -1.49348, 1.47385], [1.93740, 0.30695, -0.79010], [1.32734, 1.82429, -0.11969], [0.00938, 0.00680, 0.83892], [1.02000, 0.67289, 2.12600], [1.13032, 0.75624, -3.18479], [2.50397, 1.58620, -3.96044], [3.63807, 0.63639, -4.28434], [4.44713, 0.02528, -2.81791], [2.82918, 2.38991, -3.29863], [2.12365, 2.03542, -4.87927], [4.39774, 1.15705, -4.86939], [3.28992, -0.22159, -4.86178], [4.78564, 3.26497, -5.96684], [6.09159, 3.66994, -4.82313], [5.56763, 4.34782, -3.57400], [4.94045, 5.98164, -3.90197], [6.81688, 4.29398, -5.34671], [6.58055, 2.73098, -4.55588], [6.37539, 4.45984, -2.84813], [4.76964, 3.76757, -3.10824], [-6.94080, -5.03589, -1.13636], [-8.66355, -4.79403, -1.52302], [-9.56961, -5.63128, -0.64515], [-9.42390, -7.37233, -0.99458], [-8.80691, -5.02058, -2.58038], [-8.87581, -3.73431, -1.36986], [-10.61134, -5.35917, -0.82344], [-9.35436, -5.47894, 0.41341], [2.69203, 4.44351, -1.52944], [3.99765, 4.84384, -0.38530], [3.47515, 5.51820, 0.86559], [2.85011, 7.15352, 0.53717], [4.72277, 5.47117, -0.90686], [4.48666, 3.90376, -0.12260], [4.28308, 5.62831, 1.59108], [2.67701, 4.93758, 1.33045], [7.64041, -1.24481, 0.34451], [6.12625, -1.46221, 1.25906], [6.36999, -2.02162, 2.64497], [6.93894, -3.70937, 2.59972], [5.46907, -2.10816, 0.67526], [5.65827, -0.47891, 1.33318], [5.43863, -2.01729, 3.21416], [7.10615, -1.43089, 3.19214]],
  "lowdin_charge": [-0.121, -0.098, -0.741, 0.006, 0.683, 0.285, -0.405, -0.089, -0.148, 0.030, -0.163, -0.050, 0.108, 0.083, 0.084, 0.113, 0.060, 0.106, -0.015, 0.098, 0.566, -0.672, -0.646, 0.570, -0.003, 0.060, 0.062, 0.075, 0.588, -0.665, -0.673, 0.545, 0.003, 0.068, -0.010, 0.073, 0.602, -0.621, -0.674, 0.559, 0.071, 0.077, 0.079, 0.014, 0.603, -0.631, -0.663, 0.535, 0.069, 0.071, 0.074, 0.067, 0.584, -0.657, -0.660, 0.546, 0.052, 0.041, 0.075, 0.067, 0.530, -0.678, -0.665, 0.533, 0.070, 0.027, 0.070, 0.068]
}